# 1
Here is a molecular structure, C17H23BrN4NaO4 from the Open Molecules 2025 dataset. Energies are from ωB97M-V with the def2-TZVPD basis set.

Geometry as XYZ:
```
50
Properties=species:S:1:pos:R:3:forces:R:3:mulliken_charge:R:1
Na 1.771 -1.447 -1.459 0.73 0.19 -0.49 0.736
N 3.683 -3.385 1.598 0.05 -0.05 -0.07 -0.461
C 3.343 -2.978 0.329 0.01 0.07 -0.02 0.519
O 2.199 -3.144 -0.069 0.14 -0.24 0.29 -0.652
C 4.461 -2.330 -0.478 -0.09 0.01 -0.22 -0.290
C 4.132 -2.127 -1.960 -0.02 0.02 0.24 -1.269
H 2.917 -3.559 2.226 -0.01 0.01 0.01 0.253
H 4.540 -3.036 1.991 0.00 0.00 0.01 0.203
H 5.375 -2.907 -0.234 0.02 -0.06 0.07 0.353
H 4.617 -1.350 0.001 0.00 -0.04 0.01 0.260
H 4.191 -3.097 -2.477 0.00 0.03 0.00 0.128
H 4.899 -1.479 -2.407 -0.03 -0.01 0.04 0.147
C -1.715 3.723 -1.478 0.03 0.01 -0.03 -1.270
C -0.558 3.163 -2.263 -0.02 -0.11 0.17 0.687
C -0.182 3.656 -3.502 -0.13 0.18 -0.09 -0.587
C 0.884 3.095 -4.179 0.18 -0.14 -0.05 -0.315
C 1.541 2.031 -3.571 -0.14 0.11 -0.08 -0.162
Br 3.012 1.225 -4.463 -0.02 0.00 0.02 -0.154
N 1.205 1.535 -2.404 0.18 -0.05 -0.07 -0.219
C 0.183 2.097 -1.765 -0.09 0.02 0.17 -0.136
H -2.119 4.617 -1.955 0.01 -0.01 0.00 0.390
H -1.412 3.988 -0.463 0.01 -0.02 -0.02 0.334
H -2.523 2.993 -1.395 0.01 0.00 -0.01 0.254
H -0.724 4.486 -3.944 0.02 -0.02 0.01 0.343
H 1.202 3.457 -5.145 0.00 0.00 0.00 0.396
H -0.045 1.662 -0.797 0.01 0.01 -0.05 0.387
C -1.257 -2.334 3.185 0.01 -0.02 -0.03 -1.349
C -1.822 -0.919 3.123 -0.01 0.00 0.04 -1.254
C -1.704 -0.287 1.734 -0.06 -0.05 -0.13 2.848
C -2.178 1.191 1.747 0.03 0.01 -0.02 -1.021
C -3.574 1.451 2.304 0.01 -0.02 0.03 -1.432
C -2.587 -1.043 0.762 0.02 -0.07 0.02 -0.239
O -3.716 -1.413 1.037 -0.02 0.03 -0.04 -0.697
N -2.052 -1.250 -0.474 0.04 0.05 0.13 0.069
C -0.690 -1.092 -0.816 -0.16 0.05 0.03 0.508
O -0.380 -1.435 -1.963 -0.41 0.04 0.13 -0.805
N 0.188 -0.602 0.073 -0.37 0.08 0.12 -0.214
C -0.213 -0.230 1.313 -0.05 -0.07 -0.11 -0.375
O 0.560 0.222 2.149 0.09 0.00 -0.03 -0.744
H -1.353 -2.746 4.192 0.00 0.01 -0.01 0.467
H -0.199 -2.348 2.914 -0.03 0.02 0.00 0.268
H -1.792 -3.002 2.506 0.01 0.03 0.01 0.311
H -1.289 -0.269 3.819 0.02 -0.01 0.02 0.401
H -2.876 -0.933 3.402 0.00 -0.01 0.01 0.445
H -2.115 1.581 0.725 0.00 -0.02 0.00 0.037
H -1.430 1.729 2.332 -0.01 0.04 0.02 0.546
H -4.332 0.850 1.802 0.03 0.01 -0.01 0.311
H -3.830 2.506 2.180 0.01 -0.01 0.00 0.444
H -3.623 1.226 3.371 0.00 0.00 -0.03 0.300
H -2.616 -1.743 -1.150 0.00 0.00 -0.02 0.303
```
Positions in Å, forces in eV/Å.

Calculated values
Net charge   -1
Frontier orbital gap   4.9 eV
Spin multiplicity   1
Relative energy (zero: lowest compared OMol25 entry of this formula, charge and spin)   0.3730 eV
F_max   0.0174 Eh/bohr
HOMO energy   -2.6 eV
LUMO level   0.086 hartree


# 2
Here is a molecular structure, C17H23BrN6O2Re in a non-equilibrium geometry from the Open Molecules 2025 dataset. Energies are from ωB97M-V with the def2-TZVPD basis set.

Geometry as XYZ:
```
50
Properties=species:S:1:pos:R:3:forces:R:3:mulliken_spin:R:1
Re -0.662 -0.181 0.906 0.21 -0.53 -0.27 2.867
C -3.173 1.675 2.353 0.47 1.50 1.31 -0.029
C -2.011 2.318 1.897 -1.25 -0.58 0.18 -0.048
C -1.620 1.745 0.636 -0.51 -0.41 -1.50 0.064
C -2.663 0.715 0.339 1.79 0.20 -0.32 -0.141
C -3.532 0.738 1.446 -0.59 -1.81 -0.21 0.001
H -3.660 1.807 3.312 0.22 0.18 -0.11 -0.001
H -1.504 3.070 2.458 0.49 0.37 0.17 -0.005
H -1.199 2.316 -0.192 0.10 0.14 0.38 0.020
H -2.983 0.349 -0.629 0.05 0.25 0.10 0.002
H -4.281 -0.030 1.593 -0.33 0.30 0.02 0.006
Br 3.272 -1.447 0.562 -0.41 0.75 0.59 0.003
C 2.618 -0.264 1.930 0.97 -0.40 0.57 0.028
C 3.546 0.116 2.906 2.32 -0.45 -1.72 -0.010
C 3.165 0.686 4.081 0.77 -0.50 0.46 0.013
C 1.820 0.825 4.339 0.54 -0.10 -1.75 -0.003
C 0.960 0.532 3.320 0.32 -0.50 0.27 0.018
N 1.344 -0.025 2.123 -1.70 0.15 -0.32 0.057
C -0.491 0.416 3.683 1.60 -0.16 -0.75 0.005
O -0.972 0.810 4.676 -0.75 0.86 1.61 0.014
O -1.092 -0.316 2.790 -1.83 -0.90 -1.08 0.062
H 4.639 -0.075 2.682 -1.50 0.17 0.44 0.000
H 3.943 0.822 4.821 -0.18 0.39 0.16 0.000
H 1.447 1.089 5.263 -0.79 0.69 1.76 0.000
N -1.362 -2.323 1.054 2.23 -0.47 1.06 0.050
H -2.149 -2.307 1.662 -0.95 0.19 0.72 0.007
H -0.717 -3.006 1.516 -0.28 0.90 -0.22 0.009
H -1.636 -2.830 0.258 -0.63 -0.53 -1.66 0.007
C 1.072 0.690 -1.606 1.43 -0.02 0.66 0.049
N 0.006 -0.335 -1.236 1.20 -0.58 -0.13 -0.108
C 0.604 -1.659 -1.767 0.21 -0.39 -1.54 0.063
N 0.961 -1.567 -3.195 -0.94 -0.92 0.05 0.001
C 1.928 -0.497 -3.449 0.88 -1.25 0.42 0.000
N 1.363 0.739 -3.007 0.39 1.12 0.18 0.006
C 0.176 1.025 -3.804 -1.43 0.48 1.30 0.000
N -0.817 -0.053 -3.558 0.30 -0.28 -1.14 0.006
C -1.098 -0.140 -2.168 -2.78 0.62 -0.10 0.024
C -0.261 -1.309 -4.008 -0.07 -1.53 0.89 0.000
H 1.982 0.384 -1.007 -0.85 0.49 -0.86 0.001
H 0.790 1.693 -1.316 -0.48 0.14 0.40 -0.018
H -0.119 -2.502 -1.669 0.35 0.76 0.18 0.010
H 1.527 -1.863 -1.268 0.18 -0.14 0.65 -0.018
H 2.262 -0.479 -4.480 -0.69 0.14 -0.48 0.000
H 2.891 -0.745 -2.971 -0.48 0.29 0.55 0.000
H 0.458 1.100 -4.837 -0.06 -0.19 -0.50 0.000
H -0.374 1.971 -3.525 1.05 -0.65 -0.04 0.000
H -1.803 -0.988 -1.967 0.27 0.72 -0.42 -0.010
H -1.582 0.810 -1.932 -0.06 -0.07 0.20 -0.006
H -0.016 -1.329 -5.043 0.50 0.60 -0.87 0.000
H -0.996 -2.173 -3.973 0.66 0.98 0.70 0.000
```
Positions in Å, forces in eV/Å.

Calculated values
Net charge   +2
Frontier orbital gap (spin up / spin down)   6.2 / 6.6 eV
Spin multiplicity   4
Relative energy (zero: lowest compared OMol25 entry of this formula, charge and spin)   0.0000 eV
F_max   0.0569 Eh/bohr
HOMO energy (spin up / spin down)   -14.6 / -14.7 eV
Expectation value of S²   3.84
LUMO level (spin up / spin down)   -0.310 / -0.297 hartree


# 3
Here is a molecular structure, C17H23BrNO18PS4 in a non-equilibrium geometry from the Open Molecules 2025 dataset. Energies are from ωB97M-V with the def2-TZVPD basis set.

Geometry as XYZ:
```
65
Properties=species:S:1:pos:R:3:forces:R:3:mulliken_charge:R:1
C 4.447 -3.327 -0.083 1.34 0.16 0.40 -0.600
O 3.620 -4.052 -1.017 -0.88 0.99 0.51 -0.223
C 2.295 -3.439 -1.121 0.40 -0.34 -0.01 -0.917
C 1.227 -4.306 -0.333 -1.82 -0.78 1.62 0.926
C 1.142 -5.847 -0.488 -2.86 1.38 1.17 0.427
P 2.283 -6.845 -1.649 0.23 -1.28 1.28 0.258
O 1.323 -8.221 -2.037 0.06 2.71 -0.85 -0.475
Br 2.571 -5.781 -3.622 -0.71 -0.18 0.29 -0.217
C 0.109 -6.709 0.294 -0.08 3.74 0.74 -0.496
C -0.868 -6.028 1.285 2.67 2.11 -1.86 -0.691
C -0.747 -4.521 1.401 2.11 0.86 -1.82 -0.033
C 0.242 -3.644 0.619 -0.51 -3.79 0.26 -0.077
C -0.007 -2.136 1.011 1.59 -1.00 -1.39 0.357
O 0.648 -1.211 0.528 -2.14 -1.39 1.42 -0.511
N -1.060 -2.064 2.023 -0.67 -1.95 -1.31 0.049
C -2.362 -1.425 1.631 -0.33 -0.47 0.95 -0.776
S -2.223 0.298 0.963 -6.43 2.87 0.01 1.039
O -3.014 0.335 -0.312 2.86 -0.86 1.43 -0.663
O -2.905 1.236 1.920 0.27 -10.50 -1.96 -0.563
C -1.516 -3.459 2.278 -0.25 -3.11 0.84 0.275
O -2.402 -3.811 3.054 1.79 1.78 -1.60 -0.568
H 5.512 -3.744 -0.168 -1.63 0.48 0.03 0.281
H 4.134 -3.455 1.015 0.15 0.27 -1.59 0.290
H 4.529 -2.212 -0.366 -0.34 -1.63 0.46 0.212
H 2.408 -2.375 -0.742 -0.76 -1.35 -0.29 0.274
H 2.032 -3.402 -2.227 0.20 -0.12 1.42 0.313
H 0.737 -7.910 -2.775 0.31 -0.75 0.82 0.311
H 0.089 -7.835 0.139 0.01 1.78 0.19 0.378
H -1.625 -6.589 1.910 1.10 0.72 -0.95 0.407
H -2.986 -1.348 2.594 1.05 0.33 -1.50 0.419
H -2.971 -2.127 0.950 1.03 1.55 0.37 0.374
H -0.920 0.760 0.826 -0.40 -0.89 0.03 0.191
C 3.935 1.733 1.631 -0.28 0.37 0.46 -0.328
C 5.315 2.163 2.099 0.05 0.34 -0.55 -0.379
O 5.892 0.990 2.674 -0.56 -0.62 -0.06 -0.310
S 5.337 -0.314 1.888 -0.07 0.48 0.03 1.107
O 6.305 -0.694 0.911 -0.50 -0.14 0.43 -0.520
O 4.804 -1.225 2.845 0.45 0.20 -0.44 -0.548
O 4.105 0.409 1.122 0.79 -0.21 0.11 -0.213
H 3.230 1.688 2.466 0.03 0.05 -0.04 0.278
H 3.538 2.390 0.857 0.06 -0.26 -0.08 0.307
H 5.274 2.970 2.829 0.08 -0.26 0.12 0.316
H 5.941 2.468 1.255 -0.07 0.05 0.03 0.300
C -3.192 5.894 0.895 -0.25 0.39 0.46 -0.349
C -1.804 6.298 1.366 0.10 0.32 -0.54 -0.427
O -1.246 5.113 1.933 -0.28 -0.19 -0.31 -0.353
S -1.825 3.818 1.134 -0.73 0.93 1.14 1.285
O -0.858 3.429 0.151 -0.46 -0.32 0.32 -0.582
O -2.376 2.902 2.082 3.29 8.20 -0.27 -0.496
O -3.046 4.570 0.373 0.93 -0.21 0.01 -0.300
H -3.897 5.855 1.730 0.04 0.03 -0.04 0.262
H -3.578 6.564 0.127 0.05 -0.27 -0.10 0.335
H -1.832 7.100 2.103 0.06 -0.24 0.09 0.319
H -1.174 6.600 0.525 -0.09 0.09 0.01 0.312
C -3.104 3.974 -2.843 -0.03 -0.64 0.47 -0.074
C -3.461 3.031 -3.978 0.65 0.04 -0.22 -0.312
O -4.774 3.422 -4.384 -0.26 0.71 0.48 -0.331
S -4.942 5.019 -4.166 0.30 -0.37 0.04 1.105
O -4.701 5.669 -5.413 -0.28 -0.03 0.61 -0.536
O -6.116 5.246 -3.390 0.36 0.01 -0.53 -0.545
O -3.645 5.243 -3.221 -0.41 -0.03 -0.70 -0.307
H -3.580 3.666 -1.909 0.09 -0.04 -0.08 0.118
H -2.027 4.050 -2.692 -0.12 0.21 -0.06 0.290
H -3.447 1.986 -3.670 -0.27 0.11 -0.01 0.305
H -2.789 3.167 -4.831 0.02 -0.03 0.06 0.300
```
Positions in Å, forces in eV/Å.

Calculated values
Net charge   0
Frontier orbital gap   7.6 eV
Spin multiplicity   1
F_max   0.2078 Eh/bohr
HOMO energy   -9.0 eV
LUMO level   -0.053 hartree


# 4
Here is a single C17H23ClFO7P molecule in a non-equilibrium geometry from the Open Molecules 2025 dataset. Energies are from ωB97M-V with the def2-TZVPD basis set.

Geometry as XYZ:
```
50
Properties=species:S:1:pos:R:3:forces:R:3:mulliken_charge:R:1
C 1.752 1.041 2.340 0.82 0.10 -0.26 -0.118
C 2.122 1.197 1.185 -0.28 -1.73 -0.52 -1.779
C 2.437 1.000 -0.349 1.02 0.45 1.14 2.415
C 2.570 2.447 -1.019 0.51 0.42 -0.56 -0.501
C 2.413 3.649 -0.016 -1.87 1.38 0.24 0.445
O 1.427 4.343 -0.045 1.74 -1.21 0.02 -0.478
F 3.380 4.002 0.936 -0.83 -1.41 -1.87 -0.246
C 3.877 0.309 -0.628 0.34 -0.75 1.09 -0.082
O 4.975 0.777 -0.535 -1.81 -0.58 -0.44 -0.530
O 3.700 -1.071 -0.989 -0.86 0.84 0.31 -0.362
C 2.323 -1.458 -0.721 -0.95 1.47 0.08 0.500
C 2.242 -2.050 0.758 -0.19 -1.81 -0.10 -0.656
C 3.678 -2.213 1.445 0.15 2.34 1.08 0.096
O 4.060 -1.364 2.219 -0.76 -1.71 -1.38 -0.405
Cl 4.788 -3.593 1.106 -1.29 0.66 -0.18 -0.157
P 1.545 -2.740 -1.889 1.85 -3.67 -3.01 1.252
O 2.518 -3.818 -2.290 -1.35 2.06 1.16 -0.726
O 0.990 -2.025 -3.326 -0.37 -0.73 2.67 -0.530
O 0.213 -3.524 -1.227 1.19 2.21 0.11 -0.532
C 1.564 -0.100 -1.070 -0.27 1.20 -0.51 -0.917
C -0.027 -0.037 -1.029 0.47 0.22 -0.15 -0.253
C -0.639 1.359 -0.595 -1.29 0.02 -0.67 -0.142
C -2.209 1.326 -0.968 0.20 -0.11 1.20 -0.961
C -2.950 0.389 0.124 0.24 0.68 -1.20 -0.205
C -4.465 0.801 0.324 -0.22 0.01 0.12 -0.667
C -5.196 0.131 1.579 -0.29 -0.15 -0.09 -0.371
C -4.250 -0.683 2.562 -0.04 0.62 -0.65 -0.959
H 1.603 0.869 3.440 0.12 0.50 -1.90 0.403
H 1.778 2.582 -1.824 0.88 0.01 1.34 0.331
H 3.563 2.585 -1.562 -1.09 -0.44 0.92 0.442
H 1.540 -1.466 1.423 1.21 -0.40 -0.66 0.274
H 1.826 -3.113 0.712 0.55 1.26 0.01 0.547
H 0.182 -2.530 -3.566 0.54 0.42 -0.01 0.323
H -0.021 -3.188 -0.338 -0.08 -0.22 -0.58 0.341
H 1.830 0.084 -2.166 -0.22 -0.45 1.28 0.592
H -0.390 -0.234 -2.092 0.50 0.09 1.43 0.331
H -0.408 -0.888 -0.389 0.15 1.08 -0.45 -0.055
H -0.525 1.551 0.512 -0.01 -0.16 -1.26 0.112
H -0.222 2.248 -1.163 -0.07 -1.26 0.67 0.184
H -2.331 0.938 -2.023 0.03 0.40 1.14 0.406
H -2.668 2.368 -0.921 0.75 -1.26 -0.05 0.403
H -2.876 -0.666 -0.285 -0.15 1.01 0.85 0.174
H -2.318 0.499 1.066 -1.11 -0.33 -1.05 0.155
H -5.061 0.534 -0.611 0.90 0.37 1.08 0.245
H -4.562 1.929 0.439 0.40 -1.32 -0.21 0.305
H -6.025 -0.548 1.186 1.11 0.75 0.62 0.273
H -5.724 0.950 2.170 0.68 -1.06 -0.68 0.257
H -4.892 -1.091 3.392 0.97 0.33 -0.75 0.359
H -3.442 0.021 2.951 -1.13 -1.00 -0.18 0.244
H -3.711 -1.513 2.003 -0.80 0.87 0.79 0.223
```
Positions in Å, forces in eV/Å.

Calculated values
Net charge   0
Frontier orbital gap   10.3 eV
Spin multiplicity   1
F_max   0.0991 Eh/bohr
Structure (SMILES)   C#C[C@@]1(CC(=O)F)C(=O)O[C@](CC(=O)Cl)(P(=O)(O)O)[C@H]1CCCCCCC
HOMO energy   -10.5 eV
LUMO level   -0.007 hartree